<1>
The following is a quantum chemistry calculation of a 3-piece molecular cluster, C2H11N2O2 overall, from OMol25.

Its molecular weight is 95.12 g/mol. The HOMO energy is -12.11 eV.

Structure (ORCA input):
```
! RIJCOSX wB97M-V def2-TZVPD def2/J DEFGRID3
* xyz 1 1
C -0.455 0.251 -0.407
C 0.718 0.525 -1.083
N 0.710 1.210 -2.381
N -0.466 -0.296 0.818
H -1.408 0.546 -0.740
H 1.664 0.220 -0.810
H 1.238 2.181 -2.325
H 1.196 0.692 -3.019
H -0.221 1.392 -2.680
H 0.358 -0.759 1.257
H -1.257 -0.356 1.366
H 2.165 -2.645 1.657
H 3.240 -1.715 1.084
O 2.347 -1.693 1.392
H -3.720 -0.456 1.804
H -3.240 0.863 2.142
O -2.867 0.041 1.926
*
```


<2>
The following is a quantum chemistry calculation of a 3-piece molecular cluster, C2H11N2O2 overall, from OMol25.

Its molecular weight is 95.12 g/mol. The HOMO energy is -14.07 eV.

Structure (ORCA input):
```
! RIJCOSX wB97M-V def2-TZVPD def2/J DEFGRID3
* xyz 1 1
C 0.242 0.997 -1.226
C -1.092 0.997 -1.210
N -1.746 -0.275 -0.758
N 1.084 0.752 -0.086
H 0.744 1.575 -1.999
H -1.838 1.646 -1.631
H -2.527 -0.193 -0.092
H -1.107 -0.788 -0.137
H -2.085 -0.808 -1.553
H 1.653 -0.048 -0.406
H 1.850 1.434 -0.091
H -1.953 -3.919 2.794
H -3.371 -4.030 2.217
O -2.547 -3.534 2.145
H 4.272 1.100 0.753
H 3.668 2.437 1.010
O 3.801 1.806 0.291
*
```


<3>
The following is a quantum chemistry calculation of a 3-piece molecular cluster, C2H11N2O2 overall, from OMol25.

Its molecular weight is 95.12 g/mol. The HOMO energy is -13.01 eV.

Structure (ORCA input):
```
! RIJCOSX wB97M-V def2-TZVPD def2/J DEFGRID3
* xyz 1 1
C -0.051 0.848 -1.235
C 0.853 1.398 -0.423
N 0.861 1.085 1.052
N -0.118 0.935 -2.571
H -0.742 0.064 -0.878
H 1.752 1.988 -0.647
H 0.604 1.796 1.726
H 1.772 0.708 1.352
H 0.119 0.359 0.995
H 0.516 1.456 -3.156
H -1.064 0.709 -2.989
H -2.780 -1.828 -3.006
H -1.811 -2.846 -3.521
O -1.952 -1.895 -3.498
H 0.906 -1.194 6.220
H 0.364 -2.228 5.306
O 0.770 -1.354 5.273
*
```


<4>
The following is a quantum chemistry calculation of a 3-piece molecular cluster, C2H11N2O2 overall, from OMol25.

Its molecular weight is 95.12 g/mol. The HOMO energy is -12.19 eV.

Structure (ORCA input):
```
! RIJCOSX wB97M-V def2-TZVPD def2/J DEFGRID3
* xyz 1 1
C -0.176 1.015 0.404
C -1.301 0.633 1.091
N -2.541 0.901 0.673
N 1.010 0.111 0.495
H -0.125 1.919 -0.195
H -1.059 0.371 2.124
H -3.370 0.588 1.124
H -2.540 1.581 -0.077
H 1.300 -0.006 -0.489
H 0.495 -0.784 0.705
H 1.895 0.490 0.845
H -1.216 -2.235 -0.119
H -0.198 -2.982 0.836
O -0.521 -2.137 0.527
H 3.355 0.521 -2.321
H 2.352 0.128 -3.253
O 2.641 -0.114 -2.371
*
```


The data favor <1>; the next most stable structure lies 3.0 kcal/mol above it.


<1>
The following is a quantum chemistry calculation of a 2-piece molecular cluster, C5H13NO2 overall, from OMol25.

Its molecular weight is 119.16 g/mol. The HOMO energy is -8.82 eV. As for the structure (SMILES): C=C(C)O.CNCO.

Structure (ORCA input):
```
! RIJCOSX wB97M-V def2-TZVPD def2/J DEFGRID3
* xyz 0 1
C 2.281 2.354 0.282
C 0.968 2.157 0.544
C -0.206 2.836 -0.120
O 0.637 1.203 1.466
H 2.575 3.070 -0.456
H 3.018 1.857 0.826
H 0.142 3.438 -0.977
H -0.910 2.130 -0.498
H -0.736 3.520 0.498
H -0.371 1.203 1.523
C 0.173 -1.318 -1.222
N -1.033 -2.131 -0.838
C -1.001 -2.451 0.550
O -1.779 -3.660 0.776
H 0.207 -0.389 -0.601
H 0.140 -1.091 -2.315
H 1.079 -1.949 -1.009
H -1.030 -3.013 -1.329
H -0.046 -2.808 1.046
H -1.378 -1.547 1.109
H -2.728 -3.410 0.744
*
```


<2>
The following is a quantum chemistry calculation of a 2-piece molecular cluster, C5H13NO2 overall, from OMol25.

Its molecular weight is 119.16 g/mol. The HOMO energy is -9.74 eV. As for the structure (SMILES): CC(C)O.NCC=O.

Structure (ORCA input):
```
! RIJCOSX wB97M-V def2-TZVPD def2/J DEFGRID3
* xyz 0 1
C 0.968 -0.675 -2.286
C -0.341 -0.296 -1.607
C -1.561 -0.892 -2.324
O -0.407 1.130 -1.572
H 1.776 -0.120 -1.810
H 0.925 -0.442 -3.349
H 1.147 -1.741 -2.163
H -0.307 -0.671 -0.581
H -1.268 -1.699 -2.997
H -2.097 -0.145 -2.905
H -2.253 -1.328 -1.601
H -1.178 1.338 -1.039
N 1.560 1.002 3.278
C 0.250 0.395 3.044
C -0.227 0.757 1.655
O -1.380 0.753 1.311
H 1.727 1.051 4.271
H 2.313 0.487 2.845
H -0.451 0.753 3.794
H 0.234 -0.704 3.091
H 0.569 1.050 0.946
*
```


<3>
The following is a quantum chemistry calculation of a 3-piece molecular cluster, C5H13NO2 overall, from OMol25.

Its molecular weight is 119.16 g/mol. The HOMO energy is -7.67 eV.

Structure (ORCA input):
```
! RIJCOSX wB97M-V def2-TZVPD def2/J DEFGRID3
* xyz 0 1
N 2.209 1.425 -0.852
C 1.223 0.379 -1.172
C -0.177 0.753 -0.930
C -1.172 -0.182 -0.606
C -2.507 0.008 -0.482
C -3.393 -0.895 0.274
H 1.671 2.181 -0.416
H 1.338 -0.527 -0.568
H 1.335 0.088 -2.222
H -0.549 1.748 -1.196
H -0.763 -1.124 -0.213
H -3.057 0.822 -0.957
H -3.761 -0.233 1.078
H -4.258 -1.177 -0.332
H -2.977 -1.759 0.800
H 3.818 0.507 2.231
H 2.555 1.074 0.059
O 3.127 0.541 1.572
H 2.343 -0.547 1.407
H 1.424 -1.882 1.585
O 1.572 -1.199 0.941
*
```


The data favor <2>; the next most stable structure lies 21.7 kcal/mol above it.


<1>
The following is a quantum chemistry calculation of a 3-piece molecular cluster, C5H13NO2 overall, from OMol25.

Its molecular weight is 119.16 g/mol. The HOMO energy is -7.31 eV. As for the structure (SMILES): C=C/C=C/NC.O.O.

Structure (ORCA input):
```
! RIJCOSX wB97M-V def2-TZVPD def2/J DEFGRID3
* xyz 0 1
C 0.557 0.170 3.026
C 0.268 -0.763 2.121
C 0.216 -0.524 0.689
C 0.153 -1.514 -0.216
N -0.328 -1.284 -1.511
C 0.181 -2.062 -2.621
H 0.681 -0.035 4.082
H 0.670 1.225 2.803
H -0.079 -1.754 2.401
H 0.259 0.479 0.276
H 0.213 -2.578 -0.004
H -0.376 -0.293 -1.695
H 0.388 -3.079 -2.275
H -0.628 -2.304 -3.316
H 1.063 -1.647 -3.107
O 1.010 2.583 0.525
H 0.333 2.878 1.140
H 0.883 3.202 -0.202
O -1.539 2.363 -0.986
H -2.026 3.178 -0.808
H -1.898 1.760 -0.324
*
```


<2>
The following is a quantum chemistry calculation of a 2-piece molecular cluster, C5H13NO2 overall, from OMol25.

Its molecular weight is 119.16 g/mol. The HOMO energy is -8.88 eV. As for the structure (SMILES): C=CCCNCO.O.

Structure (ORCA input):
```
! RIJCOSX wB97M-V def2-TZVPD def2/J DEFGRID3
* xyz 0 1
C -0.571 2.312 -0.106
C -0.251 1.537 -1.117
C 1.032 0.774 -1.338
C 1.571 0.011 -0.121
N 0.583 -0.972 0.378
C 0.095 -0.735 1.722
O 0.936 -1.372 2.669
H -1.478 2.895 0.010
H -0.035 2.521 0.811
H -0.939 1.447 -1.953
H 1.819 1.439 -1.714
H 0.884 0.112 -2.203
H 1.732 0.777 0.637
H 2.409 -0.592 -0.452
H -0.189 -1.053 -0.270
H 0.152 0.337 1.936
H -0.935 -1.066 1.798
H 1.243 -2.170 2.220
O -2.397 -1.882 -0.759
H -2.902 -2.670 -0.528
H -2.757 -1.649 -1.621
*
```


The data favor <2>; the next most stable structure lies 7.1 kcal/mol above it.


<1>
The following is a quantum chemistry calculation of a 2-piece molecular cluster, C5H13NO2 overall, from OMol25.

Its molecular weight is 119.16 g/mol. The HOMO energy is -9.76 eV. As for the structure (SMILES): CCCCC(N)=O.O.

Structure (ORCA input):
```
! RIJCOSX wB97M-V def2-TZVPD def2/J DEFGRID3
* xyz 0 1
C 0.658 2.301 1.065
C -0.685 1.606 1.413
C -1.096 0.214 0.797
C -0.068 -0.932 0.752
C -0.815 -2.211 0.300
N -0.256 -2.694 -0.889
O -1.498 -2.953 0.933
H 0.808 3.184 1.624
H 0.860 2.560 -0.015
H 1.458 1.776 1.546
H -0.648 1.374 2.564
H -1.486 2.331 1.163
H -2.113 -0.037 1.155
H -1.289 0.404 -0.365
H 0.844 -0.543 0.206
H 0.135 -1.212 1.870
H -0.586 -3.604 -1.208
H 0.218 -2.191 -1.525
O 1.677 -0.096 -3.584
H 2.594 0.242 -3.639
H 1.286 0.482 -4.162
*
```


<2>
The following is a quantum chemistry calculation of a 2-piece molecular cluster, C5H13NO2 overall, from OMol25.

Its molecular weight is 119.16 g/mol. The HOMO energy is -9.58 eV. As for the structure (SMILES): C[C@@H](N)CCC=O.O.

Structure (ORCA input):
```
! RIJCOSX wB97M-V def2-TZVPD def2/J DEFGRID3
* xyz 0 1
C -0.490 1.683 -0.924
C 0.528 0.911 -0.083
N 0.478 1.247 1.341
C 0.248 -0.590 -0.159
C 1.372 -1.493 0.423
C 2.096 -2.221 -0.656
O 1.936 -3.402 -0.853
H -1.485 1.524 -0.542
H -0.351 1.439 -1.979
H -0.355 2.755 -0.724
H 1.517 1.062 -0.434
H -0.445 1.128 1.728
H 0.844 2.158 1.576
H -0.701 -0.807 0.335
H 0.154 -0.906 -1.205
H 2.074 -0.921 1.034
H 0.877 -2.200 1.084
H 2.763 -1.658 -1.336
O -3.960 0.119 0.779
H -3.414 0.798 0.363
H -3.686 -0.627 0.229
*
```


<3>
The following is a quantum chemistry calculation of a 2-piece molecular cluster, C5H13NO2 overall, from OMol25.

Its molecular weight is 119.16 g/mol. The HOMO energy is -9.96 eV. As for the structure (SMILES): CC(N)=O.CCCO.

Structure (ORCA input):
```
! RIJCOSX wB97M-V def2-TZVPD def2/J DEFGRID3
* xyz 0 1
C -1.471 1.562 1.136
C -2.101 0.208 1.229
N -3.342 0.078 0.524
O -1.618 -0.698 1.857
H -2.197 2.347 1.341
H -1.139 1.771 0.118
H -0.654 1.621 1.849
H -3.206 -0.239 -0.428
H -3.906 -0.610 1.011
C 2.349 -1.513 0.221
C 1.946 -0.917 -1.123
C 0.969 0.224 -0.950
O 0.696 0.828 -2.215
H 1.468 -1.913 0.730
H 3.016 -2.359 0.059
H 2.822 -0.786 0.879
H 1.510 -1.694 -1.752
H 2.828 -0.515 -1.628
H 1.403 0.966 -0.271
H 0.044 -0.136 -0.490
H 0.585 1.773 -2.095
*
```


The data favor <3>; the next most stable structure lies 9.4 kcal/mol above it.


<1>
The following is a quantum chemistry calculation of a 2-piece molecular cluster, C5H13NO2 overall, from OMol25.

Its molecular weight is 119.16 g/mol. The HOMO energy is -8.17 eV. As for the structure (SMILES): CC1(C)[C@H](O)[N@@H+]1[O-].C.

Structure (ORCA input):
```
! RIJCOSX wB97M-V def2-TZVPD def2/J DEFGRID3
* xyz 0 1
C 0.795 0.855 1.184
C -0.024 0.664 -0.083
C 0.644 1.270 -1.300
C -1.486 0.931 0.089
O -2.009 0.797 1.346
N -1.401 -0.407 -0.542
O -1.620 -1.466 0.177
H 0.747 1.902 1.490
H 0.414 0.236 1.993
H 1.838 0.594 1.014
H -0.019 1.317 -2.163
H 0.964 2.292 -1.090
H 1.527 0.691 -1.573
H -1.973 1.692 -0.519
H -2.080 -0.193 1.467
H -1.363 -0.497 -1.559
C 0.991 -2.170 0.011
H 0.731 -1.046 -0.130
H 0.561 -2.566 0.921
H 2.073 -2.125 0.103
H 0.688 -2.771 -0.837
*
```


<2>
The following is a quantum chemistry calculation of a 2-piece molecular cluster, C5H13NO2 overall, from OMol25.

Its molecular weight is 119.16 g/mol. The HOMO energy is -7.90 eV. As for the structure (SMILES): N/C=C/CCCO.O.

Structure (ORCA input):
```
! RIJCOSX wB97M-V def2-TZVPD def2/J DEFGRID3
* xyz 0 1
N 0.978 -0.846 3.221
C 0.650 -0.850 1.866
C -0.245 -0.022 1.323
C -0.713 -0.317 -0.105
C -0.079 0.607 -1.158
C 0.233 2.025 -0.663
O -0.973 2.706 -0.320
H 0.577 -0.119 3.772
H 1.873 -1.143 3.596
H 1.227 -1.632 1.389
H -0.721 0.828 1.780
H -0.571 -1.362 -0.365
H -1.782 -0.082 -0.179
H -0.758 0.675 -2.012
H 0.878 0.182 -1.491
H 0.969 2.052 0.136
H 0.564 2.566 -1.549
H -1.411 2.360 0.466
O -0.012 -2.475 -2.940
H -0.258 -3.356 -3.309
H -0.426 -1.797 -3.456
*
```


The data favor <2>; the next most stable structure lies 77.7 kcal/mol above it.